C6H9N2O2 | ωB97M-V/def2-TZVPD

Calculated values
molecular weight: 141.15 g/mol
net charge: -1
LUMO level: 3.32 eV
HOMO level: -3.4 eV
ΔE to the lowest compared entry with this formula, charge and spin: 54.3 kcal per mole
max |F|: 0.0426 Eh/bohr

Last column: Löwdin charge in e.
CARTESIAN COORDINATES (ANGSTROEM)
O (-0.46, -0.28, 1.97)  -0.123
O (1.54, -1.43, 1.85)  -0.115
N (-0.54, -0.67, -2.94)  0.019
N (-0.79, -0.33, -0.75)  0.130
C (0.73, -0.58, 2.26)  -0.780
C (-0.64, -1.23, -1.69)  -0.187
C (1.52, 0.37, 3.23)  -0.084
C (-0.62, 0.89, -1.41)  -0.365
C (-0.57, 0.70, -2.74)  -0.116
C (-0.62, 2.13, -0.57)  -0.052
H (-0.63, -2.28, -1.57)  0.105
H (2.52, 0.03, 3.49)  0.031
H (-1.62, 2.52, -0.58)  0.052
H (1.82, 1.33, 2.75)  0.048
H (-0.49, 1.88, 0.51)  0.071
H (1.05, 0.68, 4.17)  0.033
H (-0.19, -1.18, -3.72)  0.117
H (0.25, 2.81, -0.96)  0.101
H (-0.43, 1.50, -3.52)  0.116